Density functional theory data (ωB97M-V with the def2-TZVPD basis set) for the molecule C5H14N2.

Properties
2S+1 = 1
largest force on an atom = 1.09 eV Å⁻¹
SMILES = C[C@H](N)CCCN
HOMO-LUMO gap = 10.247 eV
energy relative to the best compared isomer or geometry (same formula, charge and spin) = 9.8 kcal/mol
M = 102.18 g/mol
total charge = 0

Geometry (Å):
C (-1.003, 1.595, 0.706)
C (0.378, 1.289, 0.131)
N (1.134, 2.503, -0.223)
C (0.367, 0.346, -1.041)
C (-0.273, -1.038, -0.815)
C (0.430, -1.895, 0.220)
N (-0.414, -3.086, 0.524)
H (-0.895, 2.116, 1.655)
H (-1.678, 2.151, 0.045)
H (-1.530, 0.674, 0.977)
H (0.933, 0.841, 0.961)
H (0.937, 3.241, 0.440)
H (0.891, 2.813, -1.156)
H (-0.084, 0.818, -1.925)
H (1.397, 0.173, -1.365)
H (-0.290, -1.518, -1.799)
H (-1.332, -0.920, -0.547)
H (1.344, -2.274, -0.233)
H (0.695, -1.355, 1.127)
H (0.124, -3.697, 1.137)
H (-1.134, -2.776, 1.179)

Density functional theory data (ωB97M-V with the def2-TZVPD basis set) for the molecule C5H14N2.

Properties
2S+1 = 1
largest force on an atom = 5.43 eV Å⁻¹
SMILES = C[C@@H](CN)N(C)C
HOMO-LUMO gap = 9.146 eV
energy relative to the best compared isomer or geometry (same formula, charge and spin) = 78.0 kcal/mol
M = 102.18 g/mol
total charge = 0

Geometry (Å):
C (-0.394, 1.896, 0.164)
C (-0.283, 0.313, 0.507)
C (-1.683, -0.409, 0.355)
N (-1.994, -1.105, 1.604)
N (0.611, -0.374, -0.470)
C (1.096, 0.234, -1.832)
C (1.882, -0.964, 0.146)
H (-0.185, 2.022, -0.975)
H (-1.475, 2.072, 0.406)
H (0.307, 2.377, 0.769)
H (-0.007, 0.177, 1.600)
H (-1.789, -1.217, -0.542)
H (-2.410, 0.451, 0.296)
H (-2.920, -1.629, 1.633)
H (-1.250, -1.724, 2.048)
H (0.248, 0.611, -2.468)
H (1.755, 1.131, -1.756)
H (1.690, -0.460, -2.259)
H (1.630, -2.077, 0.265)
H (2.764, -0.813, -0.498)
H (2.405, -0.513, 1.009)

Density functional theory data (ωB97M-V with the def2-TZVPD basis set) for a cluster of 2 separate species, C5H14N2 in total.

Properties
2S+1 = 1
largest force on an atom = 2.02 eV Å⁻¹
SMILES = [H]/N=C(/C)CC.CN
HOMO-LUMO gap = 10.075 eV
energy relative to the best compared isomer or geometry (same formula, charge and spin) = 24.2 kcal/mol
M = 102.18 g/mol
total charge = 0

Geometry (Å):
H (-0.669, 0.006, 2.223)
N (-0.930, -0.706, 1.530)
C (0.039, -0.920, 0.699)
C (-0.169, -1.936, -0.390)
C (1.338, -0.145, 0.837)
C (2.503, -0.542, -0.054)
H (0.351, -2.860, -0.124)
H (0.201, -1.559, -1.346)
H (-1.236, -2.152, -0.503)
H (1.096, 0.910, 0.661)
H (1.651, -0.221, 1.886)
H (2.293, -1.358, -0.747)
H (3.358, -0.846, 0.559)
H (2.831, 0.321, -0.645)
C (-2.157, 2.022, -0.322)
N (-1.488, 1.379, -1.440)
H (-3.111, 1.527, -0.119)
H (-2.354, 3.072, -0.554)
H (-1.540, 1.973, 0.580)
H (-1.497, 0.372, -1.278)
H (-0.510, 1.662, -1.454)

Density functional theory data (ωB97M-V with the def2-TZVPD basis set) for a cluster of 2 separate species, C5H14N2 in total.

Properties
2S+1 = 1
largest force on an atom = 3.64 eV Å⁻¹
SMILES = [H]/N=C\[C@@H](C)N.CC
HOMO-LUMO gap = 9.462 eV
energy relative to the best compared isomer or geometry (same formula, charge and spin) = 76.2 kcal/mol
M = 102.18 g/mol
total charge = 0

Geometry (Å):
H (-0.215, 0.276, -0.103)
N (-0.039, -0.308, -0.977)
C (0.903, -0.807, -0.215)
C (1.973, 0.022, 0.496)
C (2.703, 0.944, -0.477)
N (1.481, 0.811, 1.667)
H (0.936, -1.895, -0.054)
H (2.639, -0.726, 0.919)
H (1.999, 1.344, -1.206)
H (3.322, 1.642, 0.072)
H (3.336, 0.304, -1.106)
H (1.447, 0.185, 2.468)
H (0.518, 1.083, 1.505)
C (-3.065, -0.402, 0.429)
C (-3.276, -0.487, -1.062)
H (-3.546, 0.442, 0.915)
H (-1.999, -0.298, 0.625)
H (-3.327, -1.317, 0.954)
H (-3.367, 0.492, -1.543)
H (-4.093, -1.086, -1.458)
H (-2.462, -0.917, -1.647)

Density functional theory data (ωB97M-V with the def2-TZVPD basis set) for the molecule C5H14N2.

Properties
2S+1 = 1
largest force on an atom = 0.86 eV Å⁻¹
SMILES = CCC[C@H](N)CN
HOMO-LUMO gap = 10.233 eV
energy relative to the best compared isomer or geometry (same formula, charge and spin) = 7.7 kcal/mol
M = 102.18 g/mol
total charge = 0

Geometry (Å):
C (0.590, -1.998, 1.708)
C (-0.522, -2.018, 0.653)
C (-0.332, -1.073, -0.522)
C (0.073, 0.336, -0.171)
N (-0.825, 1.006, 0.775)
C (0.149, 1.206, -1.421)
N (0.924, 2.420, -1.140)
H (1.553, -2.384, 1.396)
H (0.261, -2.634, 2.538)
H (0.731, -1.011, 2.139)
H (-1.471, -1.840, 1.179)
H (-0.626, -3.048, 0.309)
H (0.404, -1.514, -1.192)
H (-1.244, -1.055, -1.120)
H (1.078, 0.366, 0.266)
H (-0.956, 0.421, 1.600)
H (-1.762, 1.008, 0.375)
H (-0.863, 1.474, -1.748)
H (0.664, 0.688, -2.228)
H (0.662, 2.721, -0.202)
H (0.569, 3.157, -1.739)

Density functional theory data (ωB97M-V with the def2-TZVPD basis set) for a cluster of 2 separate species, C5H14N2 in total.

Properties
2S+1 = 3
largest force on an atom = 3.34 eV Å⁻¹
<S²> = 2.008
HOMO-LUMO gap (spin up / spin down) = 7.688 / 9.941 eV
energy relative to the best compared isomer or geometry (same formula, charge and spin) = 0.0 kcal/mol
M = 102.18 g/mol
total charge = 0

Geometry (Å):
C (3.067, 0.563, 0.010)
C (-2.444, 1.478, -0.195)
C (-2.073, -1.108, 0.311)
C (1.500, 0.495, 0.123)
C (-1.891, 0.125, -0.583)
N (0.936, -1.788, 0.055)
N (0.902, -0.591, -0.624)
H (3.631, -0.376, 0.145)
H (3.391, 0.887, -0.928)
H (3.555, 1.341, 0.622)
H (-3.468, 1.516, -0.436)
H (-2.208, 1.659, 0.780)
H (-2.066, 2.289, -0.811)
H (-1.292, -0.870, 1.116)
H (-1.869, -2.060, -0.186)
H (-3.142, -0.996, 0.668)
H (1.105, 0.432, 1.161)
H (1.010, 1.355, -0.225)
H (-1.596, 0.010, -1.648)
H (1.476, -1.778, 0.983)
H (1.477, -2.583, -0.337)

Density functional theory data (ωB97M-V with the def2-TZVPD basis set) for the ion C5H14N2 with charge +1.

Properties
2S+1 = 2
largest force on an atom = 1.45 eV Å⁻¹
<S²> = 0.754
HOMO-LUMO gap (spin up / spin down) = 9.678 / 5.086 eV
energy relative to the best compared isomer or geometry (same formula, charge and spin) = 19.3 kcal/mol
M = 102.18 g/mol
total charge = +1

Geometry (Å):
C (0.823, 0.399, 2.127)
N (0.394, 0.228, 0.736)
C (0.437, 1.229, -0.314)
C (0.112, 0.640, -1.676)
C (-1.300, 0.045, -1.765)
N (-1.236, -1.325, -2.166)
C (0.838, -0.917, 2.903)
H (0.130, 1.132, 2.555)
H (1.800, 0.852, 1.989)
H (0.455, -0.727, 0.371)
H (-0.215, 2.040, 0.020)
H (1.451, 1.657, -0.297)
H (0.173, 1.496, -2.335)
H (0.870, -0.088, -1.969)
H (-1.837, 0.183, -0.812)
H (-1.867, 0.604, -2.510)
H (-0.525, -1.880, -1.726)
H (-2.043, -1.826, -2.493)
H (0.277, -0.748, 3.794)
H (0.256, -1.700, 2.415)
H (1.844, -1.262, 3.097)

Density functional theory data (ωB97M-V with the def2-TZVPD basis set) for a cluster of 2 separate species, C5H14N2O in total.

Properties
2S+1 = 1
largest force on an atom = 3.11 eV Å⁻¹
SMILES = CCC/C(N)=C/N.O
HOMO-LUMO gap = 8.239 eV
energy relative to the best compared isomer or geometry (same formula, charge and spin) = 40.0 kcal/mol
M = 118.18 g/mol
total charge = 0

Geometry (Å):
C (-1.879, -0.495, 0.833)
C (-0.722, -1.319, 1.292)
C (0.473, -1.251, 0.220)
C (0.973, 0.130, -0.011)
N (1.517, 0.438, -1.294)
C (0.970, 1.069, 0.945)
N (1.522, 2.348, 0.711)
H (-2.785, -0.819, 1.389)
H (-2.123, -0.695, -0.206)
H (-1.864, 0.571, 1.061)
H (-1.060, -2.343, 1.408)
H (-0.323, -0.939, 2.255)
H (1.256, -1.903, 0.692)
H (0.010, -1.759, -0.616)
H (2.379, 0.996, -1.251)
H (1.645, -0.422, -1.834)
H (0.539, 0.885, 1.909)
H (1.327, 2.686, -0.229)
H (1.316, 3.067, 1.386)
O (-1.248, -0.331, -2.650)
H (-1.491, -0.061, -3.545)
H (-0.432, 0.150, -2.466)